# C17H38Cl2N4O4P2S

A cluster of 5 separate species, C17H38Cl2N4O4P2S in total at a distorted geometry (the ωB97M-V functional and the def2-TZVPD basis, the OMol25 dataset).

Calculated values
Structure (SMILES)   C=C[PH2]([PH2]=S)/C(Cl)=C(/C)Cl.CN(C)C=O.CN(C)C=O.CN(C)C=O.CN(C)C=O
LUMO level   -0.46 eV
HOMO-LUMO gap   7.237 eV
2S+1   1

Each line ends with the Mulliken charge.
CARTESIAN COORDINATES (ANGSTROEM)
C  2.057  2.632  3.417  -0.57
C  1.267  2.801  2.343  -0.23
P  1.607  2.234  0.663  0.50
P  0.041  3.809  -0.122  -0.14
S  0.672  5.594  0.410  -0.36
C  3.012  1.048  1.174  -0.22
Cl  4.612  1.720  1.047  -0.18
C  2.874  -0.208  1.588  0.47
C  3.969  -1.169  1.932  -1.30
Cl  1.242  -0.786  1.735  -0.10
H  1.616  2.206  4.317  0.25
H  3.092  2.958  3.472  0.27
H  0.311  3.312  2.481  0.41
H  2.511  2.877  -0.212  0.01
H  0.837  1.182  0.137  -0.07
H  -0.003  3.694  -1.529  0.11
H  -1.282  3.540  0.296  0.13
H  3.562  -2.117  2.279  0.37
H  4.658  -0.741  2.662  0.34
H  4.551  -1.390  1.031  0.33
C  -3.361  1.910  -2.684  -0.95
N  -2.794  0.813  -1.925  0.19
C  -3.536  -0.441  -1.828  -1.04
C  -1.609  0.915  -1.311  0.60
O  -1.074  0.031  -0.659  -0.55
H  -4.323  2.207  -2.262  0.32
H  -3.513  1.615  -3.723  0.33
H  -2.687  2.765  -2.656  0.33
H  -3.758  -0.667  -0.785  0.32
H  -2.947  -1.265  -2.231  0.52
H  -4.470  -0.357  -2.380  0.34
H  -1.125  1.902  -1.434  -0.27
C  7.704  3.159  1.831  -0.62
N  8.540  3.174  3.013  0.13
C  9.984  3.236  2.868  -0.95
C  8.022  3.130  4.258  0.15
O  8.680  3.138  5.278  -0.59
H  7.940  2.290  1.213  0.36
H  7.863  4.065  1.241  0.35
H  6.658  3.109  2.123  -0.02
H  10.450  2.366  3.330  0.30
H  10.377  4.126  3.361  0.29
H  10.236  3.266  1.811  0.38
H  6.919  3.084  4.264  0.23
C  -2.725  -4.400  1.923  -0.95
N  -2.669  -3.671  0.675  0.25
C  -1.842  -2.480  0.552  -0.79
C  -3.365  -4.028  -0.416  0.08
O  -3.307  -3.416  -1.471  -0.61
H  -3.093  -3.756  2.725  0.34
H  -1.733  -4.765  2.197  0.33
H  -3.396  -5.251  1.822  0.31
H  -2.469  -1.631  0.287  0.03
H  -1.108  -2.609  -0.242  0.32
H  -1.333  -2.271  1.489  0.33
H  -3.999  -4.919  -0.272  0.24
C  -5.893  -4.346  -3.871  -0.71
N  -6.465  -3.022  -4.013  0.09
C  -7.606  -2.819  -4.888  -0.96
C  -5.961  -1.965  -3.349  0.83
O  -6.395  -0.828  -3.430  -0.67
H  -5.540  -4.717  -4.836  0.33
H  -6.637  -5.045  -3.481  0.32
H  -5.050  -4.302  -3.182  0.15
H  -7.363  -2.099  -5.670  0.29
H  -8.453  -2.425  -4.324  0.29
H  -7.882  -3.768  -5.341  0.39
H  -5.099  -2.229  -2.715  -0.37

# C40H53ClN4O4P2Si3Ta

A structure of composition C40H53ClN4O4P2Si3Ta at a distorted geometry (the ωB97M-V functional and the def2-TZVPD basis, the OMol25 dataset).

Calculated values
Total charge   +1
LUMO level   -3.03 eV
HOMO-LUMO gap   7.640 eV
2S+1   1

Each line ends with the Mulliken charge.
CARTESIAN COORDINATES (ANGSTROEM)
Ta  -0.554  0.903  -0.394  1.09
C  -1.730  -1.695  -3.810  -1.05
Si  -2.698  -1.219  -2.280  0.30
C  -3.855  -2.621  -1.855  -1.15
C  -3.729  0.272  -2.710  -1.23
N  -1.561  -0.862  -0.924  0.46
P  -1.480  -1.568  0.572  2.30
C  -0.575  -0.391  1.381  -2.36
P  1.058  -0.091  1.695  2.52
N  1.352  1.046  0.551  -0.07
Si  2.653  2.263  0.725  0.70
C  4.191  1.499  1.467  -1.25
C  3.208  2.896  -0.937  -0.60
C  2.094  3.646  1.861  -1.01
C  1.257  0.565  3.373  1.06
C  0.240  1.394  3.848  -0.72
C  0.342  1.990  5.093  -0.89
C  1.458  1.756  5.885  -0.69
C  2.469  0.925  5.428  -0.80
C  2.371  0.336  4.175  -0.60
C  2.233  -1.447  1.559  1.27
C  2.249  -2.473  2.505  -0.65
C  3.161  -3.508  2.405  -0.91
C  4.079  -3.521  1.362  -0.88
C  4.076  -2.505  0.421  -1.13
C  3.153  -1.474  0.517  -1.20
C  -0.820  -3.243  0.559  1.04
C  -0.753  -3.991  -0.611  -0.70
C  -0.345  -5.317  -0.574  -1.20
C  -0.012  -5.898  0.641  -0.83
C  -0.091  -5.160  1.813  -0.85
C  -0.498  -3.837  1.775  -0.64
C  -3.103  -1.768  1.331  1.03
C  -3.763  -0.685  1.943  -0.15
C  -5.048  -0.843  2.458  -0.64
C  -5.663  -2.076  2.416  -0.55
C  -5.002  -3.177  1.878  -0.99
C  -3.739  -3.016  1.350  -0.60
H  -2.441  -1.698  -4.640  0.56
H  -1.312  -2.701  -3.750  0.35
H  -0.931  -1.005  -4.079  0.23
H  -4.314  -2.919  -2.801  0.51
H  -4.651  -2.316  -1.178  0.28
H  -3.381  -3.507  -1.439  0.38
H  -4.418  -0.053  -3.494  0.53
H  -3.157  1.110  -3.107  0.23
H  -4.321  0.630  -1.869  0.24
H  4.671  0.773  0.812  0.32
H  4.073  1.057  2.452  0.32
H  4.884  2.339  1.581  0.47
H  3.704  2.101  -1.500  0.31
H  3.946  3.683  -0.764  0.55
H  2.419  3.303  -1.554  -0.41
H  2.472  3.462  2.870  0.40
H  1.013  3.743  1.938  0.04
H  2.496  4.603  1.524  0.49
H  -0.638  1.578  3.242  0.19
H  -0.454  2.631  5.447  0.50
H  1.535  2.216  6.861  0.41
H  3.335  0.730  6.044  0.46
H  3.174  -0.305  3.836  0.29
H  1.548  -2.460  3.332  0.63
H  3.160  -4.300  3.141  0.52
H  4.801  -4.323  1.288  0.44
H  4.795  -2.507  -0.388  0.54
H  3.147  -0.682  -0.221  0.88
H  -1.015  -3.538  -1.556  0.53
H  -0.291  -5.894  -1.488  0.49
H  0.305  -6.932  0.674  0.43
H  0.156  -5.619  2.761  0.50
H  -0.584  -3.272  2.696  0.63
H  -2.234  0.452  1.975  0.27
H  -5.526  0.015  2.909  0.52
H  -6.657  -2.187  2.828  0.41
H  -5.473  -4.150  1.873  0.46
H  -3.240  -3.880  0.929  0.40
O  -3.214  0.541  2.063  -0.68
Cl  -2.201  3.169  0.102  0.87
O  -3.319  3.438  0.924  -0.55
O  -2.410  1.834  -0.708  -0.77
O  -1.023  2.566  0.908  -0.75
C  1.357  -2.049  -2.103  -1.20
C  1.277  -0.725  -2.780  0.14
C  1.795  -0.567  -4.050  -1.02
C  1.638  0.654  -4.699  -1.10
C  1.034  1.715  -4.066  -0.75
C  0.622  1.542  -2.735  0.50
N  0.696  0.317  -2.159  1.24
N  0.095  2.441  -1.862  -0.09
Si  -0.130  4.158  -2.307  0.71
C  -0.016  5.192  -0.742  -0.65
C  -1.795  4.345  -3.140  -1.15
C  1.150  4.824  -3.510  -1.68
H  2.387  -2.403  -2.087  0.66
H  0.772  -2.779  -2.661  0.45
H  1.000  -2.018  -1.078  -0.38
H  2.278  -1.404  -4.534  0.55
H  1.994  0.773  -5.713  0.45
H  0.903  2.654  -4.575  0.45
H  -0.916  5.787  -0.580  0.45
H  0.813  5.895  -0.845  0.45
H  0.183  4.621  0.161  -0.26
H  -2.660  4.010  -2.568  0.26
H  -1.794  3.777  -4.074  0.31
H  -1.962  5.393  -3.399  0.39
H  2.145  4.396  -3.406  0.45
H  1.237  5.894  -3.309  0.51
H  0.841  4.727  -4.550  0.45

# C8H12N5

The ion C8H12N5 with charge +1 at a distorted geometry (the ωB97M-V functional and the def2-TZVPD basis, the OMol25 dataset).

Calculated values
Total charge   +1
LUMO level (spin up / spin down)   -5.72 / -5.46 eV
HOMO-LUMO gap (spin up / spin down)   7.910 / 8.008 eV
2S+1   1

Each line ends with the Mulliken charge.
CARTESIAN COORDINATES (ANGSTROEM)
C  -2.478  -0.492  -0.155  -0.83
C  -2.189  0.874  0.108  0.79
C  -1.500  -1.447  0.065  0.76
C  -0.018  0.328  0.451  0.54
C  -3.182  1.986  -0.029  -1.16
C  -1.730  -2.879  -0.056  -1.16
C  3.466  1.770  -0.203  -0.97
C  3.686  0.311  0.070  -0.41
N  -0.908  1.246  0.371  -0.43
N  2.021  -1.420  -0.133  -0.04
N  0.932  -1.927  -0.113  -0.39
N  2.486  -0.360  0.239  0.22
N  -0.224  -0.943  0.301  0.08
H  -3.577  -0.673  -0.133  0.31
H  -3.802  1.908  -0.966  0.34
H  -3.811  2.157  0.760  0.35
H  -2.525  2.906  -0.034  0.36
H  -2.854  -3.212  -0.229  0.32
H  -1.166  -3.357  -0.907  0.32
H  -1.333  -3.299  0.846  0.38
H  2.839  1.986  -1.166  0.27
H  4.451  2.350  -0.064  0.34
H  2.949  2.067  0.748  0.28
H  4.266  0.290  0.966  0.27
H  4.203  -0.169  -0.735  0.43

# C35H46ClGeHgNO6SSi

A structure of composition C35H46ClGeHgNO6SSi (the ωB97M-V functional and the def2-TZVPD basis, the OMol25 dataset).

Calculated values
Total charge   -1
LUMO level (spin up / spin down)   2.37 / 1.75 eV
HOMO-LUMO gap (spin up / spin down)   6.714 / 7.640 eV
2S+1   2

Each line ends with the Mulliken spin population.
CARTESIAN COORDINATES (ANGSTROEM)
Hg  -2.143  0.684  0.937  0.37
S  -4.332  -0.588  4.798  0.00
C  -4.170  1.112  4.720  0.00
C  -3.541  1.506  3.580  0.03
C  -3.184  0.419  2.725  0.01
C  -3.560  -0.784  3.252  0.03
C  -3.349  -2.126  2.684  0.01
C  -3.671  -3.287  3.392  0.00
C  -3.415  -4.520  2.823  0.00
C  -2.840  -4.577  1.562  0.00
C  -2.561  -3.378  0.925  -0.02
N  -2.814  -2.189  1.460  0.02
H  -4.543  1.726  5.525  0.00
H  -3.326  2.538  3.335  0.00
H  -4.107  -3.218  4.381  0.00
H  -3.656  -5.428  3.362  0.00
H  -2.611  -5.518  1.081  0.00
H  -2.108  -3.366  -0.061  0.01
Ge  -2.218  0.223  -1.851  0.61
C  -1.067  1.322  -2.985  0.00
C  -0.794  0.892  -4.281  0.00
C  0.004  1.651  -5.131  0.01
C  0.543  2.849  -4.686  0.00
C  0.294  3.276  -3.388  0.00
C  -0.500  2.515  -2.545  -0.03
C  -1.757  -1.654  -2.171  0.14
C  -2.739  -2.596  -2.478  -0.04
C  -2.409  -3.933  -2.669  -0.01
C  -1.088  -4.346  -2.544  0.03
C  -0.100  -3.417  -2.241  -0.02
C  -0.433  -2.081  -2.060  -0.08
H  -3.701  0.353  -2.290  0.02
H  -1.202  -0.049  -4.637  0.00
H  0.207  1.302  -6.136  0.00
H  1.170  3.440  -5.343  0.00
H  0.734  4.198  -3.024  0.00
H  -0.661  2.831  -1.525  0.03
H  -3.774  -2.282  -2.564  0.00
H  -3.182  -4.653  -2.909  0.00
H  -0.830  -5.389  -2.686  0.00
H  0.933  -3.728  -2.141  0.00
H  0.349  -1.367  -1.831  0.03
Cl  -2.297  6.253  0.215  0.00
C  -2.965  4.820  -0.619  0.01
C  -2.644  3.476  0.043  0.01
O  -1.858  3.403  0.996  -0.01
O  -3.235  2.515  -0.528  0.04
H  -2.557  4.806  -1.627  0.00
H  -4.042  4.941  -0.680  0.00
C  3.347  2.846  2.348  0.00
C  1.988  2.463  1.773  0.01
C  0.920  2.517  2.860  -0.01
C  1.621  3.385  0.616  -0.01
O  2.125  1.109  1.330  0.03
Si  1.333  0.291  0.135  -0.06
O  -0.209  0.621  -0.020  -0.13
O  1.726  -1.285  0.445  0.00
C  1.627  -2.016  1.667  0.00
C  1.355  -3.463  1.270  0.00
C  0.490  -1.494  2.541  0.00
C  2.961  -1.898  2.399  0.00
O  2.001  0.586  -1.343  -0.04
C  3.268  0.241  -1.888  0.00
C  4.371  0.352  -0.837  0.00
C  3.516  1.233  -3.018  0.00
C  3.198  -1.180  -2.444  0.00
H  3.326  3.864  2.742  0.00
H  4.113  2.784  1.572  0.00
H  3.617  2.161  3.154  0.00
H  0.844  3.526  3.270  0.00
H  1.178  1.828  3.668  0.00
H  -0.055  2.256  2.452  0.01
H  1.578  4.421  0.958  0.00
H  0.638  3.120  0.231  0.01
H  2.359  3.300  -0.186  0.00
H  0.405  -3.528  0.737  0.00
H  1.312  -4.108  2.151  0.00
H  2.146  -3.821  0.608  0.00
H  -0.450  -1.537  1.990  0.00
H  0.675  -0.462  2.844  0.00
H  0.392  -2.108  3.439  0.00
H  3.767  -2.282  1.770  0.00
H  2.942  -2.469  3.331  0.00
H  3.162  -0.850  2.624  0.00
H  4.392  1.361  -0.422  0.00
H  5.342  0.135  -1.288  0.00
H  4.196  -0.349  -0.019  0.00
H  3.542  2.249  -2.619  0.00
H  2.702  1.177  -3.742  0.00
H  4.464  1.025  -3.519  0.00
H  2.976  -1.879  -1.637  0.00
H  4.145  -1.462  -2.912  0.00
H  2.404  -1.241  -3.191  0.00